# 1
Below is 13 unconnected molecules or ions with the total composition C13H52O13, with properties calculated with ωB97M-V/def2-TZVPD.

Cartesian coordinates (Å):
C (2.32, -1.85, 4.42)
O (1.59, -1.17, 5.36)
H (1.82, -2.75, 4.14)
H (3.25, -2.20, 4.82)
H (2.33, -1.27, 3.52)
H (0.73, -1.08, 4.97)
C (1.02, 2.50, -2.00)
O (1.17, 1.40, -2.85)
H (0.33, 2.29, -1.22)
H (0.59, 3.19, -2.60)
H (1.97, 2.76, -1.62)
H (0.36, 1.12, -3.34)
C (3.33, 0.14, 0.47)
O (2.78, 0.25, 1.75)
H (2.86, 0.89, -0.12)
H (3.23, -0.85, 0.05)
H (4.39, 0.48, 0.47)
H (3.48, 0.27, 2.42)
C (-0.10, -0.59, -0.22)
O (-0.09, -0.02, 1.05)
H (-1.02, -0.51, -0.77)
H (0.12, -1.65, -0.10)
H (0.61, -0.06, -0.84)
H (0.81, 0.04, 1.35)
C (-1.62, 0.04, -5.15)
O (-0.78, 0.03, -4.03)
H (-1.26, -0.71, -5.83)
H (-1.62, 1.01, -5.64)
H (-2.67, -0.06, -5.00)
H (-0.74, -0.79, -3.56)
C (-2.46, 2.47, 1.23)
O (-2.52, 1.12, 0.88)
H (-3.49, 2.82, 1.31)
H (-1.80, 3.07, 0.57)
H (-2.08, 2.62, 2.16)
H (-1.64, 0.72, 0.94)
C (-2.32, 2.10, -2.41)
O (-3.55, 1.84, -3.04)
H (-1.95, 1.12, -2.06)
H (-2.48, 2.81, -1.65)
H (-1.64, 2.46, -3.18)
H (-3.45, 1.88, -4.01)
C (-1.63, -2.70, 1.70)
O (-1.92, -3.82, 0.90)
H (-0.58, -2.57, 1.90)
H (-2.18, -2.76, 2.62)
H (-1.88, -1.75, 1.25)
H (-1.58, -3.77, 0.04)
C (-3.20, -1.42, -1.83)
O (-4.17, -0.82, -2.66)
H (-2.28, -1.32, -2.38)
H (-3.32, -2.42, -1.60)
H (-3.10, -0.78, -0.98)
H (-3.99, 0.13, -2.59)
C (1.36, -2.09, -2.91)
O (-0.04, -2.36, -2.98)
H (1.72, -1.63, -2.01)
H (1.55, -1.46, -3.78)
H (1.97, -2.96, -3.00)
H (-0.28, -3.06, -2.35)
C (1.93, -2.90, 1.43)
O (2.13, -3.05, 0.10)
H (1.36, -3.77, 1.83)
H (1.45, -1.99, 1.69)
H (2.83, -2.99, 2.02)
H (2.99, -3.50, 0.01)
C (1.36, 3.12, 1.22)
O (1.50, 3.94, 2.37)
H (2.21, 2.81, 0.65)
H (0.72, 3.72, 0.56)
H (0.82, 2.20, 1.47)
H (0.70, 4.45, 2.55)
C (0.37, 1.39, 4.13)
O (1.68, 1.95, 4.25)
H (-0.40, 1.99, 3.65)
H (-0.05, 1.12, 5.04)
H (0.39, 0.56, 3.44)
H (1.73, 2.65, 3.60)

E_HOMO: -9.51 eV
energy above the lowest of the compared OMol25 structures with the same formula, charge and spin: 3.6870 eV
frontier orbital gap: 9.68 eV
LUMO energy: 0.006 hartree
net charge: 0



# 2
Below is C5H8O in the gas phase, with properties calculated with ωB97M-V/def2-TZVPD.

Cartesian coordinates (Å):
C (1.10, -0.49, 0.68)
C (0.38, -1.50, 0.22)
O (-0.47, -1.30, -0.84)
C (-1.36, -0.13, -0.52)
C (-0.51, 1.07, 0.02)
C (1.13, 0.69, -0.17)
H (1.37, -0.34, 1.72)
H (0.47, -2.49, 0.64)
H (-1.88, 0.10, -1.46)
H (-2.13, -0.49, 0.18)
H (-0.75, 1.99, -0.51)
H (-0.79, 1.22, 1.09)
H (1.41, 0.38, -1.20)
H (2.01, 1.30, 0.15)

SMILES: C1=COCCC1
E_HOMO: -8.39 eV
energy above the lowest of the compared OMol25 structures with the same formula, charge and spin: 2.4258 eV
frontier orbital gap: 9.53 eV
LUMO energy: 0.042 hartree
net charge: 0



# 3
Below is a molecular structure, C3H16N2O3, with properties calculated with ωB97M-V/def2-TZVPD.

Cartesian coordinates (Å):
N (0.44, 0.50, -1.21)
C (0.20, 1.18, 0.07)
C (-0.06, 0.28, 1.30)
N (-1.27, 0.59, 2.04)
C (-2.53, 0.37, 1.37)
H (1.31, 0.89, -1.56)
H (-1.25, -0.18, -1.71)
H (1.00, 1.88, 0.34)
H (-0.70, 1.79, 0.02)
H (-0.26, -0.87, 0.93)
H (0.73, 0.27, 2.04)
H (-1.18, 1.51, 2.45)
H (-2.63, -0.69, 1.11)
H (-3.33, 0.63, 2.07)
H (-2.71, 0.95, 0.45)
H (-0.82, -1.63, 0.35)
H (-1.84, 0.03, -3.04)
O (-2.07, -0.39, -2.21)
H (3.91, -0.69, 0.79)
H (2.70, -0.73, -0.12)
O (3.49, -0.17, 0.09)
H (1.73, -2.17, -1.60)
H (0.84, -0.65, -1.01)
O (1.44, -1.77, -0.78)

E_HOMO (alpha / beta): -3.71 / -3.78 eV
energy above the lowest of the compared OMol25 structures with the same formula, charge and spin: 1.9648 eV
frontier orbital gap (alpha / beta): 7.60 / 7.55 eV
LUMO energy (alpha / beta): 0.143 / 0.138 hartree
<S²>: 0.755
net charge: -1
multiplicity: 2



# 4
Below is a molecular structure, C6H27O15Zn2, with properties calculated with ωB97M-V/def2-TZVPD.

Cartesian coordinates (Å):
Zn (-4.30, -3.30, 2.10)
Zn (1.05, -0.91, 5.81)
C (0.41, 1.07, -0.33)
C (-0.34, 0.34, 0.75)
O (-0.05, 0.53, 1.96)
O (-1.34, -0.33, 0.38)
H (0.91, 2.00, -0.06)
H (-0.33, 1.34, -1.08)
H (1.01, 0.31, -0.83)
C (1.16, -7.27, 3.22)
C (0.18, -6.24, 3.45)
O (0.53, -5.26, 4.12)
O (-0.92, -6.17, 2.97)
H (1.66, -7.46, 2.27)
H (0.63, -8.22, 3.29)
H (2.02, -7.31, 3.89)
C (-5.72, 1.34, -4.13)
C (-6.13, 0.29, -5.14)
O (-7.33, 0.16, -5.48)
O (-5.23, -0.51, -5.45)
H (-5.78, 1.10, -3.07)
H (-6.27, 2.28, -4.23)
H (-4.68, 1.62, -4.26)
O (3.30, 7.22, 2.87)
H (4.16, 7.61, 2.72)
H (2.98, 6.98, 2.00)
O (4.37, -0.91, 4.42)
H (4.98, -0.27, 4.07)
H (4.90, -1.71, 4.52)
O (0.01, -2.13, -5.27)
H (0.58, -1.44, -5.64)
H (0.26, -2.18, -4.35)
O (0.49, 7.42, -0.90)
H (-0.36, 7.73, -1.20)
H (1.11, 7.76, -1.55)
O (-6.84, -0.95, 1.84)
H (-6.88, -0.24, 2.48)
H (-7.73, -1.02, 1.50)
O (1.45, -4.46, -0.80)
H (2.23, -4.09, -0.38)
H (0.72, -4.03, -0.36)
O (1.80, 4.90, -5.36)
H (1.41, 4.88, -4.49)
H (1.38, 5.64, -5.80)
O (6.13, -1.11, -4.41)
H (6.74, -1.80, -4.69)
H (6.00, -1.27, -3.47)
O (1.80, 2.32, 7.24)
H (2.63, 2.64, 7.60)
H (1.22, 3.07, 7.27)

E_HOMO: -10.69 eV
frontier orbital gap: 1.55 eV
LUMO energy: -0.336 hartree
net charge: +1



What is the net charge in the fourth record? +1



Which value of net charge does entry 3 give? -1